13
Properties=species:S:1:pos:R:3:nbo_charge:R:1 method="wB97M-V/def2-TZVPD" lumo_ha=0.0268 gap_ev=11.44 smiles="[H]/N=C/OCCC#N"
O -1.00642 -0.90606 0.59889 -0.495
N -1.48056 0.97862 -0.61915 -0.724
N 2.81414 1.09576 -1.25559 -0.320
C 0.21696 -1.00225 -0.12836 -0.072
C 2.14210 0.56603 -0.47794 0.289
C 1.28846 -0.09599 0.51042 -0.540
C -1.79066 0.13744 0.27150 0.404
H 1.92464 -0.66763 1.19306 0.250
H 0.50477 -2.05268 -0.06367 0.201
H 0.79398 0.68188 1.09842 0.265
H -2.21319 1.67361 -0.73257 0.361
H 0.04488 -0.72769 -1.17097 0.222
H -2.69273 0.12289 0.88854 0.160



13
Properties=species:S:1:pos:R:3:nbo_charge:R:1 method="wB97M-V/def2-TZVPD" lumo_ha=0.0328 gap_ev=8.34 smiles=Nc1[nH]ccc1O
O -0.87271 -1.03259 1.71039 -0.695
N 0.54803 0.63661 -1.04575 -0.520
N -0.28432 -1.67499 -1.12451 -0.820
C -0.21062 -0.17146 0.85659 0.131
C 0.62621 1.65673 -0.11465 -0.087
C 0.16139 1.18195 1.08170 -0.331
C 0.03141 -0.48222 -0.45365 0.240
H -1.79208 -0.78782 1.55228 0.476
H 0.10226 1.71479 2.02180 0.227
H 0.71023 0.73609 -2.03319 0.411
H 1.01426 2.62674 -0.38445 0.211
H -0.53100 -2.35781 -0.41202 0.389
H 0.49695 -2.04600 -1.65453 0.369



13
Properties=species:S:1:pos:R:3:nbo_charge:R:1 method="wB97M-V/def2-TZVPD" lumo_ha=0.0076 gap_ev=11.50
O 0.22989 -0.86333 -0.74591 -0.502
N -0.68419 0.19761 -2.53712 -0.555
N -2.65232 0.72929 0.26174 -0.267
C -1.77831 0.36958 -0.40608 0.173
C 0.69140 -0.19308 1.60120 -0.646
C 1.16844 -0.24607 0.15945 -0.066
C -0.70474 -0.07525 -1.30478 0.462
H 1.41882 0.75098 -0.22210 0.181
H 2.05866 -0.87309 0.07508 0.202
H 0.40194 -1.18779 1.95034 0.221
H 1.50991 0.16351 2.23534 0.222
H -1.50249 0.74529 -2.80336 0.355
H -0.15699 0.48236 1.73621 0.221



13
Properties=species:S:1:pos:R:3:nbo_charge:R:1 method="wB97M-V/def2-TZVPD" lumo_ha=0.0202 gap_ev=9.90 smiles="C#CC(=O)N(C)N"
O 1.94815 -0.60983 -0.37615 -0.545
N -0.00899 0.56963 0.19087 -0.308
N -1.35502 0.23199 0.20659 -0.658
C 0.79442 -0.32280 -0.53784 0.647
C -0.12419 -0.76730 -1.71766 -0.156
C -0.13349 -1.61449 -2.68526 -0.180
C 0.61652 1.08509 1.58782 -0.508
H -0.41244 -2.41527 -3.39406 0.244
H 0.27940 0.19593 2.39670 0.201
H -1.74317 -0.47624 1.02156 0.370
H 0.16248 2.25550 1.67656 0.247
H -1.83827 1.10088 0.02155 0.377
H 1.81461 0.76691 1.60932 0.268



13
Properties=species:S:1:pos:R:3:nbo_charge:R:1 method="wB97M-V/def2-TZVPD" lumo_ha=0.0328 gap_ev=9.60 smiles=Cc1cc(N)on1
O 0.95070 -0.88861 -1.11938 -0.314
N -0.44120 -0.86263 -1.20965 -0.161
N 2.68304 -0.05543 0.14657 -0.807
C -2.27591 0.14050 0.01218 -0.643
C 1.34138 -0.03117 -0.17240 0.502
C -0.82692 0.02494 -0.32985 0.176
C 0.27139 0.64450 0.32992 -0.453
H 0.25494 1.43732 1.06314 0.234
H 3.12805 -0.88897 -0.21791 0.392
H 2.83335 0.02367 1.14383 0.388
H -2.38378 -0.02791 1.08922 0.223
H -2.70136 1.12000 -0.22031 0.225
H -2.83368 -0.63622 -0.51535 0.237



13
Properties=species:S:1:pos:R:3:nbo_charge:R:1 method="wB97M-V/def2-TZVPD" lumo_ha=0.0352 gap_ev=9.21 smiles="[H]/N=C/N1C=C1OC"
O -1.11809 -0.67232 -0.17374 -0.449
N 1.62038 -1.13931 1.30692 -0.661
N 1.27350 -0.09855 -0.75321 -0.470
C 2.10069 -0.51202 0.31581 0.270
C 0.49362 1.24095 -0.55789 -0.234
C -0.08968 0.10601 -0.38458 0.483
C -2.36592 0.02254 -0.21548 -0.252
H 3.16184 -0.29721 0.14448 0.152
H 2.35907 -1.43022 1.94509 0.343
H 0.59970 2.23440 -0.95306 0.238
H -2.56063 0.36074 -1.23783 0.187
H -2.35089 0.87957 0.46539 0.189
H -3.12358 -0.69458 0.09810 0.205



13
Properties=species:S:1:pos:R:3:nbo_charge:R:1 method="wB97M-V/def2-TZVPD" lumo_ha="0.0095 / 0.0095" gap_ev="9.30 / 9.31"
O 2.71409 -0.30674 -0.94706 -0.572
N -0.69475 0.88946 0.01168 -0.385
N 1.96805 1.42887 0.50246 -0.812
C -1.48286 0.57114 -0.89463 -0.119
C 0.78351 -0.50738 0.41861 0.097
C 0.50515 -1.74298 0.70896 -0.448
C 2.01379 0.16749 -0.06176 0.579
H -0.55458 -2.04677 0.76322 0.232
H -1.62708 -0.33609 -1.48888 0.177
H 1.40472 -2.34567 1.08111 0.246
H 1.23522 1.60676 1.17726 0.420
H -2.49398 1.15607 -0.81232 0.179
H 2.75385 2.08578 0.38002 0.405



13
Properties=species:S:1:pos:R:3:nbo_charge:R:1 method="wB97M-V/def2-TZVPD" lumo_ha=0.0312 gap_ev=9.62 smiles=Cc1cc(O)n[nH]1
O 2.87642 -0.38432 -0.72608 -0.686
N 0.06192 0.35707 1.38701 -0.429
N 1.63801 0.18667 1.22483 -0.286
C -0.52028 -0.02456 0.24207 0.220
C 1.69092 -0.22958 -0.03705 0.442
C 0.44213 -0.43861 -0.63906 -0.437
C -1.98397 0.02783 -0.14053 -0.655
H 3.26484 0.49286 -0.90079 0.493
H 0.24555 -0.79027 -1.63177 0.225
H -0.62819 0.73179 2.08176 0.419
H -2.33083 -0.98679 -0.36404 0.237
H -2.07321 0.59249 -1.07783 0.236
H -2.68330 0.46542 0.58149 0.221



13
Properties=species:S:1:pos:R:3:nbo_charge:R:1 method="wB97M-V/def2-TZVPD" lumo_ha="0.0210 / 0.0210" gap_ev="7.53 / 7.53"
O -1.09109 -1.06175 -0.10059 -0.382
N 1.21791 -0.97809 0.31379 -0.596
N 1.51487 1.26520 0.29221 -0.412
C 0.15909 0.99134 -0.14790 -0.389
C -2.24656 -0.18415 -0.24932 -0.507
C 0.02017 -0.46645 -0.09599 0.591
C 2.03979 0.13114 0.54649 0.232
H -3.09750 -0.86276 -0.28337 0.160
H -2.13953 0.33786 -1.20846 0.135
H 1.37354 -1.91858 0.64174 0.430
H -0.73206 1.29086 0.49613 0.286
H -0.07651 1.47525 -1.10114 0.251
H 3.05790 -0.01988 0.89640 0.203



13
Properties=species:S:1:pos:R:3:nbo_charge:R:1 method="wB97M-V/def2-TZVPD" lumo_ha=0.0255 gap_ev=9.71 smiles=Cc1cc(O)n[nH]1
O -2.70391 0.39339 -0.67584 -0.650
N 0.33712 -1.20423 -0.52617 -0.477
N -1.07540 -1.17995 -0.63340 -0.385
C -1.41422 0.06637 -0.57944 0.474
C 1.67451 0.11572 1.08747 -0.666
C -0.32076 0.96857 -0.30153 -0.365
C 0.66427 0.08413 -0.00645 0.240
H 1.15665 0.41938 2.01059 0.237
H -0.32863 2.04851 -0.20167 0.238
H 2.47270 0.81990 0.88819 0.229
H -3.12419 -0.47773 -0.78946 0.495
H 2.06226 -0.89345 1.25357 0.242
H 0.59960 -1.16063 -1.52587 0.389



13
Properties=species:S:1:pos:R:3:nbo_charge:R:1 method="wB97M-V/def2-TZVPD" lumo_ha=0.0347 gap_ev=8.60 smiles=Nc1cc[nH]c1O
O 1.73771 1.31188 -0.40501 -0.668
N -0.10591 0.85276 1.80965 -0.851
N 0.57165 -0.47792 -1.45456 -0.526
C -1.02276 -0.85255 0.05201 -0.310
C -0.09614 0.08802 0.60172 -0.033
C -0.58787 -1.18352 -1.20713 -0.088
C 0.84937 0.29270 -0.37178 0.388
H 1.09440 -0.43402 -2.31363 0.418
H -1.91556 -1.22585 0.53491 0.219
H -1.00112 -1.83607 -1.96157 0.212
H 0.37156 0.40937 2.59018 0.373
H 1.12045 1.97211 -0.03698 0.497
H -1.03995 1.11268 2.10578 0.369



13
Properties=species:S:1:pos:R:3:nbo_charge:R:1 method="wB97M-V/def2-TZVPD" lumo_ha=0.0326 gap_ev=10.53 smiles="O=C1NC[C@H]2CN12"
O 1.41365 2.15765 0.65040 -0.579
N -0.47909 1.07738 -0.23211 -0.439
N 1.47100 -0.03228 -0.10075 -0.643
C -0.73068 -0.30268 -0.61148 -0.092
C 0.49691 -1.10375 -0.17420 -0.230
C 0.88167 1.17252 0.21142 0.776
C -1.55445 0.35065 0.43134 -0.223
H 2.47070 -0.14492 -0.10426 0.412
H 0.77706 -1.88184 -0.88614 0.211
H -2.54136 0.72678 0.17440 0.212
H 0.35371 -1.57952 0.80860 0.185
H -1.47218 0.00065 1.45653 0.202
H -1.09312 -0.44464 -1.62618 0.209



13
Properties=species:S:1:pos:R:3:nbo_charge:R:1 method="wB97M-V/def2-TZVPD" lumo_ha=0.0189 gap_ev=9.21 smiles=Cc1cn(O)cn1
O -0.95480 1.79312 1.40254 -0.515
N -0.57184 0.69103 0.66131 -0.072
N -0.57809 -0.75193 -0.98824 -0.467
C 1.82593 -1.49420 -1.10946 -0.641
C 0.72146 -0.66426 -0.49806 0.107
C 0.75600 0.20355 0.59835 -0.148
C -1.32931 0.10548 -0.31515 0.148
H 1.73603 -1.34252 -2.21558 0.230
H -1.55154 1.37889 2.17288 0.474
H 2.82429 -1.27141 -0.75932 0.220
H 1.54915 0.61223 1.25324 0.233
H -2.36994 0.41177 -0.44933 0.207
H 1.65551 -2.61097 -0.98780 0.224



13
Properties=species:S:1:pos:R:3:nbo_charge:R:1 method="wB97M-V/def2-TZVPD" lumo_ha=0.0246 gap_ev=8.73 smiles="N=C=CN.C=C=O"
O -2.25328 -0.94139 1.15972 -0.473
N 1.47585 -1.22634 1.18434 -0.837
N 0.82487 2.06822 -0.34586 -0.613
C 1.42417 -0.26817 0.12475 -0.245
C -2.00528 -0.52310 0.09143 0.707
C 1.19090 0.99368 0.00859 0.364
C -1.96775 0.01344 -1.08980 -0.787
H -2.90700 0.59779 -1.28517 0.275
H 1.40102 -0.68386 -0.84991 0.216
H 1.66196 -1.01727 2.12797 0.383
H -1.10054 0.05835 -1.81169 0.273
H 1.52169 2.81480 -0.40047 0.368
H 0.73338 -1.88616 1.08611 0.371



13
Properties=species:S:1:pos:R:3:nbo_charge:R:1 method="wB97M-V/def2-TZVPD" lumo_ha=0.0307 gap_ev=11.43 smiles=Cc1nonc1C
O -2.51427 -0.15082 -0.03633 -0.139
N -1.87624 1.00438 0.05337 -0.071
N -1.70420 -1.24035 -0.01481 -0.088
C -0.60166 0.68912 0.02890 0.096
C 0.55546 1.64881 -0.02985 -0.646
C -0.51189 -0.72420 0.01069 0.102
C 0.75395 -1.56806 0.00332 -0.651
H 1.13436 1.60676 0.89681 0.229
H 1.50172 -1.36347 -0.81243 0.232
H 0.25273 2.68344 -0.13283 0.241
H 1.14316 1.34853 -0.91459 0.228
H 1.34591 -1.30788 0.93613 0.226
H 0.52097 -2.62626 0.01161 0.242



13
Properties=species:S:1:pos:R:3:nbo_charge:R:1 method="wB97M-V/def2-TZVPD" lumo_ha=0.0092 gap_ev=9.31
O -0.25040 -0.97790 -1.60301 -0.475
N -1.49480 -0.48508 0.27864 -0.132
N -1.81743 -0.06158 1.40820 -0.451
C 0.26794 2.11377 0.74446 -0.239
C -1.24896 -0.46459 -0.92181 0.421
C 0.84687 -1.49090 -0.82768 -0.267
C 1.25468 2.44473 0.13786 -0.269
H 1.57287 -1.87507 -1.54459 0.202
H 2.12385 2.76018 -0.39595 0.235
H 0.49024 -2.29830 -0.17879 0.183
H 1.28130 -0.68467 -0.22898 0.202
H -2.42403 -0.76184 1.84895 0.332
H -0.60214 1.78125 1.28270 0.256



13
Properties=species:S:1:pos:R:3:nbo_charge:R:1 method="wB97M-V/def2-TZVPD" lumo_ha=0.0185 gap_ev=10.66 smiles="C[C@H]1N=CC(O)=N1"
O 2.09397 0.32084 -1.82166 -0.639
N 0.83658 -0.72416 -0.20461 -0.431
N -1.02496 0.75867 -0.19831 -0.337
C -0.12137 1.18739 -0.99024 -0.033
C -0.71264 -0.73618 1.77700 -0.607
C 1.01965 0.23797 -1.01977 0.452
C -0.51327 -0.52440 0.28623 0.031
H -0.00787 -0.14577 2.36907 0.217
H -0.56412 -1.79393 2.01381 0.221
H -1.10032 -1.28260 -0.24847 0.222
H -1.73458 -0.46066 2.05969 0.223
H -0.21919 2.11457 -1.55226 0.198
H 1.99509 1.07512 -2.41528 0.483



13
Properties=species:S:1:pos:R:3:nbo_charge:R:1 method="wB97M-V/def2-TZVPD" lumo_ha=-0.0120 gap_ev=8.16 smiles="CC(=C=CN)N=O"
O -0.51152 0.60673 -2.11561 -0.291
N 0.58775 0.83330 -1.67986 0.127
N -2.42561 -0.77427 0.83050 -0.793
C 0.81844 0.40134 -0.28658 -0.040
C -1.16716 -1.11134 0.35212 -0.022
C -0.09365 -0.34851 0.29076 0.002
C 2.15361 0.85182 0.23577 -0.643
H -1.04322 -2.16350 0.09736 0.216
H 2.50931 1.70433 -0.35117 0.227
H -3.15459 -1.38977 0.49946 0.382
H 2.89794 0.05282 0.14012 0.223
H 2.10239 1.13961 1.28857 0.228
H -2.67371 0.19744 0.69855 0.383



13
Properties=species:S:1:pos:R:3:nbo_charge:R:1 method="wB97M-V/def2-TZVPD" lumo_ha=0.0035 gap_ev=10.21
O -1.18057 0.67531 -0.76279 -0.497
N 0.76423 -0.12820 -1.41698 -0.542
N -1.49834 -2.72353 -0.66738 -0.258
C -0.44212 -0.38353 -1.17249 0.439
C 1.03529 0.68577 0.79460 -0.651
C -0.80415 0.77883 0.59871 -0.065
C -1.04186 -1.68155 -0.88014 0.180
H 1.94703 0.24851 0.26765 0.235
H -1.37036 1.67146 0.96777 0.216
H -1.17861 -0.09991 1.15086 0.169
H 1.30615 1.72994 0.82857 0.215
H 1.07553 0.15217 1.73405 0.198
H 1.38778 -0.92528 -1.44243 0.362



13
Properties=species:S:1:pos:R:3:nbo_charge:R:1 method="wB97M-V/def2-TZVPD" lumo_ha=-0.0110 gap_ev=8.22 smiles="CC(=C=CN)N=O"
O -1.09888 -1.60333 -0.26284 -0.306
N -0.89566 -0.81279 -1.14842 0.131
N -0.22788 -0.41017 2.55504 -0.778
C 0.29496 1.16789 -2.02108 -0.644
C 0.06476 0.26558 -0.84473 -0.053
C 0.58976 0.26659 0.36811 -0.066
C 0.49813 -0.57854 1.40420 0.050
H 1.18238 -1.42701 1.41406 0.215
H 1.17982 0.85948 -2.59027 0.222
H -0.56403 1.11916 -2.69821 0.226
H -0.44675 -1.26392 3.04742 0.390
H 0.44297 2.20254 -1.70391 0.227
H -1.01957 0.21453 2.48063 0.386



Per-record relative energy (zero: lowest compared OMol25 entry of this formula, charge and spin), kcal per mole: 32.3, 25.4, 43.1, 145.9, 39.6, 115.3, 106.0, 52.9, 97.2, 61.4, 27.6, 35.0, 62.3, 90.7, 63.7, 151.6, 25.7, 106.5, 106.1, 109.7